Entry 1:
Molecular formula: C6H9Cl
Method: DFT, ωB97M-V/def2-TZVPD

CARTESIAN COORDINATES (ANGSTROEM)
C -1.287248 1.450362 -3.228152
C -0.662911 0.759565 -2.421994
C 0.723906 1.038508 0.437544
C 0.181453 -1.353180 1.072614
C -0.059678 -0.637083 -1.238822
C -0.202071 -0.140242 0.207274
Cl 1.550918 -1.229790 -1.793834
H -1.588750 2.225299 -3.873120
H 0.557889 1.329198 1.455243
H 0.644465 1.823947 -0.215461
H 1.708138 0.523740 0.458184
H 1.128040 -1.631281 0.885260
H -0.086671 -1.147055 2.069890
H -0.577893 -2.088157 0.827640
H -0.737463 -1.468366 -1.394361
H -1.363330 0.176550 0.327020

Atomic forces in eV per Å
2.01 -1.50 2.20
-0.17 -2.27 0.96
0.70 -3.31 2.25
-4.78 1.60 -0.55
-1.52 2.73 -2.36
-1.43 0.66 -1.24
-0.77 0.65 0.40
-0.39 0.25 -0.39
-0.01 0.68 0.60
-0.13 1.77 -1.69
-0.07 1.01 -0.35
3.25 -1.20 -0.29
0.47 0.42 1.54
0.36 -0.81 -0.29
-0.16 0.21 -0.51
2.64 -0.89 -0.27

Electronic energy (eV): -18886.2032
Relative energy (zero: lowest compared OMol25 entry of this formula, charge and spin) (eV): 3.213
HOMO (eV): -10.172

Results of the natural (NBO) charge analysis, in e, for atoms 1 through 4: C -0.32; C -0.05; C -0.61; C -0.61

---

Entry 2:
Molecular formula: C9H14O
Method: DFT, ωB97M-V/def2-TZVPD

CARTESIAN COORDINATES (ANGSTROEM)
C 0.028577 2.526905 1.132651
C 1.570040 0.565588 0.646952
C 0.287470 1.054836 0.926253
C 1.688096 -0.831477 0.289233
C 0.572520 -1.640239 0.430636
C -0.815106 0.231165 1.005487
C -0.685346 -1.205933 0.839456
O 0.659766 -2.983198 0.064932
H 2.384224 1.271731 0.655817
H 2.646548 -1.253223 0.034390
H 0.566110 3.157396 0.415366
H -1.030836 2.802192 1.153079
H -1.811202 0.656698 1.098859
H 1.484408 -3.223565 -0.358577
H -1.465789 -1.923794 1.020828
H 0.349164 2.851085 2.132999
C -2.026914 1.117448 -1.910707
C -0.648339 0.507401 -2.309165
H -1.838438 1.998278 -1.294194
H -2.595114 1.343377 -2.816980
H -2.572682 0.391651 -1.309426
H 0.157201 0.915693 -1.720059
H -0.834146 -0.564953 -2.326864
H -0.431548 0.769847 -3.352808

Atomic forces in eV per Å
0.33 0.46 0.68
-0.59 0.16 -0.02
-0.69 0.30 0.08
-0.24 0.34 0.45
0.51 -0.35 -0.64
-0.21 -0.71 0.09
0.63 0.53 -0.11
-0.66 -0.67 0.34
0.38 -0.09 -0.13
0.17 -0.20 -0.18
-0.10 -0.03 -0.06
-0.02 -0.29 -0.46
0.13 0.06 0.15
0.27 0.60 0.10
-0.25 -0.03 -0.11
0.33 -0.07 -0.07
0.95 -0.14 -0.10
-1.51 0.37 -1.13
-0.42 0.12 -0.18
-0.17 0.22 0.22
-0.07 0.13 0.05
0.24 -0.67 0.52
0.95 -0.16 0.48
0.02 0.11 0.02

Electronic energy (eV): -11606.0501
Relative energy (zero: lowest compared OMol25 entry of this formula, charge and spin) (eV): 0.268
Expectation value of S²: 0.762
Multiplicity: 2
HOMO (spin up / spin down) (eV): 0.630 / -3.358
Charge: -1

Results of the natural (NBO) charge analysis, in e, for atoms 1 through 4: C -0.62; C -0.40; C -0.05; C -0.43

---

Entry 3:
Molecular formula: C26H80N8O14
Method: DFT, ωB97M-V/def2-TZVPD

CARTESIAN COORDINATES (ANGSTROEM)
C -2.310273 2.261281 -0.199359
O -2.635273 3.164281 -1.184359
H -1.412273 2.545281 0.269641
H -2.174273 1.302281 -0.543359
H -3.058273 2.355281 0.571641
H -1.834273 3.619281 -1.505359
C 1.822727 4.455281 0.093641
O 0.457727 4.155281 0.136641
H 2.097727 5.315281 0.754641
H 2.047727 4.741281 -0.957359
H 2.427727 3.599281 0.326641
H 0.039727 4.551281 -0.630359
C 3.694727 0.541281 1.230641
O 3.651727 1.371281 0.107641
H 3.413727 -0.443719 0.902641
H 2.930727 0.947281 1.904641
H 4.655727 0.552281 1.692641
H 2.698727 1.433281 0.013641
C 0.648727 3.783281 3.137641
O -0.119273 2.634281 2.888641
H 1.621727 3.609281 2.756641
H 0.641727 4.127281 4.180641
H 0.304727 4.608281 2.595641
H -0.359273 2.316281 3.722641
C 0.186727 0.422281 0.140641
O -0.078273 -0.589719 -0.751359
N 0.807727 1.460281 -0.233359
N -0.069273 0.202281 1.403641
H 0.892727 1.563281 -1.308359
H 0.785727 2.406281 0.215641
H -0.523273 -0.735719 1.658641
H -0.058273 1.068281 2.031641
C -1.957273 -2.576719 2.989641
O -3.093273 -3.377719 2.749641
N -1.613273 -2.173719 4.163641
N -1.040273 -2.250719 2.130641
H -2.401273 -2.247719 4.873641
H -1.022273 -1.337719 4.295641
H -1.254273 -2.554719 1.079641
H -0.030273 -2.168719 2.343641
C 2.086727 -2.639719 1.253641
O 2.948727 -3.588719 1.658641
N 1.530727 -2.614719 0.053641
N 1.659727 -1.714719 2.014641
H 2.092727 -3.240719 -0.615359
H 0.950727 -1.813719 -0.317359
H 1.903727 -1.733719 3.018641
H 1.216727 -0.787719 1.680641
C -2.572273 -3.607719 -0.338359
O -3.822273 -3.042719 -0.492359
N -2.370273 -4.860719 -0.122359
N -1.440273 -2.973719 -0.406359
H -3.201273 -5.436719 -0.016359
H -1.435273 -5.187719 0.130641
H -1.549273 -2.017719 -0.804359
H -0.543273 -3.429719 -0.373359
C 3.391727 -1.216719 -1.940359
C 4.794727 -0.600719 -2.102359
C 5.610727 -1.321719 -3.179359
O 4.795727 0.609281 -2.361359
H 2.617727 -0.691719 -1.405359
H 3.634727 -2.074719 -1.360359
H 2.875727 -1.544719 -2.835359
H 5.219727 -0.695719 -1.159359
H 5.683727 -2.394719 -2.974359
H 6.623727 -1.004719 -3.325359
H 5.218727 -1.382719 -4.237359
H 4.421727 1.005281 -1.522359
C 3.796727 -0.905719 4.453641
C 2.450727 -1.179719 5.169641
C 1.626727 0.111281 5.038641
O 1.882727 -2.172719 4.644641
H 4.643727 -1.357719 5.014641
H 4.097727 0.194281 4.289641
H 3.782727 -1.254719 3.456641
H 2.599727 -1.341719 6.305641
H 2.115727 0.960281 5.397641
H 0.600727 0.041281 5.507641
H 1.273727 0.289281 4.016641
H 1.229727 -2.508719 5.224641
C -3.268273 -0.401719 -2.473359
C -4.648273 -0.601719 -2.131359
C -4.967273 -0.063719 -0.785359
O -5.457273 -0.057719 -2.889359
H -2.630273 -0.800719 -1.735359
H -2.891273 0.635281 -2.357359
H -2.928273 -0.858719 -3.424359
H -5.032273 -1.617719 -2.086359
H -4.426273 -0.534719 -0.062359
H -5.944273 -0.401719 -0.561359
H -4.881273 0.980281 -0.633359
H -5.328273 0.955281 -2.732359
C -3.242273 0.442281 2.533641
C -4.705273 0.299281 2.765641
C -5.177273 -1.106719 2.506641
O -5.045273 0.619281 3.944641
H -2.896273 1.416281 2.771641
H -2.931273 0.134281 1.533641
H -2.785273 -0.124719 3.317641
H -5.282273 0.830281 2.029641
H -5.095273 -1.728719 3.383641
H -4.509273 -1.531719 1.802641
H -6.132273 -1.201719 2.157641
H -4.509273 1.293281 4.323641
C -0.315273 2.710281 -2.882359
C 0.983727 2.362281 -3.562359
C 1.616727 3.662281 -3.913359
O 1.860727 1.817281 -2.813359
H -0.861273 3.133281 -3.692359
H -0.087273 3.431281 -2.135359
H -0.823273 1.877281 -2.472359
H 0.779727 1.766281 -4.468359
H 1.843727 4.282281 -3.066359
H 0.992727 4.201281 -4.555359
H 2.593727 3.487281 -4.511359
H 2.487727 1.335281 -3.384359
C 1.009727 -2.220719 -5.373359
C -0.118273 -1.333719 -4.994359
C -0.041273 -0.889719 -3.581359
O -0.219273 -0.279719 -5.610359
H 0.770727 -3.322719 -5.408359
H 1.797727 -2.124719 -4.639359
H 1.354727 -1.965719 -6.368359
H -1.023273 -1.853719 -5.247359
H -0.328273 -1.745719 -2.914359
H -0.653273 -0.025719 -3.365359
H 0.934727 -0.582719 -3.261359
H -1.070273 0.178281 -5.467359

Atomic forces in eV per Å
-0.37 1.70 1.63
-0.06 1.67 -1.74
1.23 0.40 0.81
-0.12 -2.48 -0.82
-0.45 -0.51 0.18
-0.91 -0.55 0.21
1.00 1.95 -1.17
-0.87 -0.10 0.57
-0.26 -0.70 -0.39
0.41 -0.09 0.74
0.27 -0.43 0.28
-0.13 0.12 0.17
-0.73 0.03 0.24
0.55 0.91 -0.62
0.13 -0.68 0.36
0.22 -0.46 0.58
0.68 0.01 0.28
-0.36 0.33 -1.03
0.38 0.37 0.73
-0.12 0.37 -1.28
1.35 -0.16 0.15
0.20 -0.59 -0.09
-1.00 1.13 -1.03
-0.85 -1.00 1.85
-2.39 -7.01 -3.06
0.98 4.08 3.10
2.14 4.84 -3.73
-1.23 1.33 2.53
0.26 -0.58 2.32
-0.55 -1.38 -0.11
-0.38 1.88 -0.24
-0.11 -1.65 -0.90
-6.32 -5.66 -2.18
6.13 4.47 1.23
-1.62 1.55 6.76
0.97 -0.43 -5.42
1.59 0.03 -1.14
-0.57 -0.90 -0.38
0.57 0.66 2.41
-0.71 -0.62 0.41
4.57 -6.30 0.23
-3.39 3.79 -1.79
0.94 -2.35 -3.76
-1.24 5.05 4.18
-1.56 1.51 1.22
0.68 -0.66 0.28
-0.08 -0.37 -1.30
1.31 -2.24 0.53
-7.92 2.31 -1.14
6.44 -2.57 0.63
-0.77 -3.97 0.69
1.08 4.39 -1.48
0.63 0.04 0.26
-0.97 -0.15 -0.11
0.99 -0.98 0.47
0.15 0.11 -0.44
0.37 -0.83 -0.42
-0.89 -7.88 -1.04
-0.51 -2.16 -1.07
-1.10 10.74 -0.90
0.22 0.85 0.46
-0.31 -1.12 0.44
0.33 -0.07 -0.56
1.45 -1.34 2.10
0.05 -0.02 0.41
0.57 0.67 0.46
-0.38 0.79 1.15
0.39 0.54 -1.26
1.51 1.57 1.37
3.93 7.09 4.14
-2.86 -1.11 -0.32
-2.54 -5.87 -3.08
-0.53 0.07 -0.60
-0.81 -1.36 0.80
-0.03 -0.98 -0.96
0.24 0.36 -1.43
0.77 1.36 0.63
1.01 -0.13 0.38
0.80 -0.01 -0.43
-1.25 -0.95 0.54
3.33 0.07 -1.07
2.69 -3.89 6.19
-0.32 -0.71 0.67
-6.39 8.14 -7.61
0.67 -1.15 0.97
-0.88 0.10 -0.83
-0.38 0.46 0.25
1.24 -0.89 0.08
1.91 -1.19 2.12
-1.40 0.13 0.19
0.10 1.40 -0.36
-0.81 -2.29 -1.01
0.31 -0.50 -0.25
0.34 -2.25 -6.17
2.40 -0.56 0.89
-2.48 1.55 7.24
0.20 1.53 -0.28
0.11 0.02 0.27
0.56 -0.99 0.22
-0.03 1.20 -0.84
0.18 -0.12 0.48
0.34 -0.82 -0.87
-2.63 0.13 -0.94
0.46 0.96 0.37
0.81 -0.65 -1.04
-3.32 3.37 -3.82
2.09 0.30 -2.63
4.65 -5.06 4.24
-1.04 0.54 -0.20
-0.01 0.69 0.67
-0.63 -0.81 0.39
-0.19 0.18 0.12
0.13 0.03 0.60
-0.96 1.25 -1.17
-1.40 0.27 1.07
0.17 0.08 0.93
0.83 -1.69 -0.47
-1.05 -7.18 5.30
-0.59 -2.57 2.81
-0.22 11.09 -8.27
-0.12 1.18 0.15
0.57 0.08 -0.14
0.29 0.11 -0.16
-0.94 -1.53 0.84
0.18 0.90 -0.13
-0.64 -0.16 -0.02
0.78 -0.02 -0.17
0.81 -0.49 -0.11

Electronic energy (eV): -68834.0629
Relative energy (zero: lowest compared OMol25 entry of this formula, charge and spin) (eV): 3.592
HOMO (eV): -8.925

Results of the Mulliken charge analysis, in e, for atoms 1 through 4: C 0.18; O -0.67; H 0.01; H -0.39

---

Entry 4:
Molecular formula: C3H5N2O
Method: DFT, ωB97M-V/def2-TZVPD

CARTESIAN COORDINATES (ANGSTROEM)
C -2.356247 -0.992549 -1.088812
C 0.001598 -1.011080 0.550045
C -1.133024 -0.098966 0.262502
N 0.722421 1.158197 -0.809230
N 0.048704 0.266792 -0.096352
O -3.320574 -0.794307 -1.600765
H 0.418775 -1.144632 1.486050
H -0.045962 -1.850396 -0.113791
H -1.797824 0.331590 1.034289
H 1.752023 1.033039 -1.105871
H 0.146383 1.887554 -1.227987

Atomic forces in eV per Å
0.71 -0.63 0.16
-0.73 -0.46 -2.30
1.06 1.48 2.69
1.97 0.59 -1.03
-0.74 -0.12 -0.09
-1.17 0.28 -0.62
0.87 0.04 1.81
0.53 -0.75 -0.32
-0.33 0.01 -1.40
-2.64 -0.17 0.85
0.47 -0.27 0.25

Electronic energy (eV): -8207.6551
Relative energy (zero: lowest compared OMol25 entry of this formula, charge and spin) (eV): 5.538
HOMO (spin up / spin down) (eV): -14.002 / -14.001
Charge: +1

Results of the natural (NBO) charge analysis, in e, for atoms 1 through 4: C 0.57; C -0.18; C 0.02; N -0.59